Formula: C23H29O2Si
Source: the Open Molecules 2025 dataset
Level of theory: ωB97M-V/def2-TZVPD

For the HOMO-LUMO gap, the calculation gives 5.5566 eV. The HOMO energy comes out at -0.3835 Ha. The net charge is +1.

XYZ file:
```
55
Properties=species:S:1:pos:R:3:forces:R:3:nbo_charge:R:1
C -6.068489 -6.164096 5.134186 0.098 -0.340 -0.052 -0.202
H -5.123245 -4.314700 5.653644 -0.041 -0.271 -0.160 0.213
Si 1.527101 1.319473 1.937875 0.655 -0.428 -0.050 1.855
C -1.798769 -2.315961 4.526469 1.235 -0.270 -0.216 0.019
C -3.110158 -0.220351 2.514775 -1.253 -0.054 -0.204 -0.459
H -1.844172 -1.819595 0.486210 0.112 -0.294 0.793 0.219
H -4.888928 -8.460614 2.877296 -0.081 0.570 0.264 0.236
C -1.802416 -0.907794 2.452405 1.422 0.747 -0.100 -0.226
H -0.576232 -2.445078 1.590474 -0.272 0.018 -0.056 0.229
C 1.399450 2.129265 0.265658 -0.234 -0.031 -0.042 -1.149
H -3.187255 1.651079 1.361221 0.337 -0.037 0.597 0.208
H -3.406216 -1.348013 6.502451 0.371 0.053 0.236 0.213
C -0.207030 -0.684248 5.499489 -0.087 -0.172 0.251 -0.189
H -6.871072 -6.031174 5.862100 0.210 0.005 -0.304 0.232
H 0.550616 3.286985 3.075857 0.174 -0.237 0.119 0.259
C -3.980220 -5.384223 4.131662 -0.997 -0.948 -0.217 -0.060
C -2.944933 -4.409860 3.959713 0.355 1.452 0.635 -0.013
H -3.702573 -2.944419 5.328125 0.411 -0.141 -0.149 0.214
H -0.985135 -2.619841 3.866998 -0.172 -0.090 0.421 0.228
H 2.196083 2.917027 3.648213 -0.310 -0.079 -0.034 0.255
H -3.669186 -0.426350 3.447730 0.151 0.229 -0.378 0.214
O 0.443955 -0.038025 2.150103 -0.661 0.450 -0.039 -0.761
H 1.648975 1.428966 -0.543121 -0.051 0.147 0.218 0.254
H -3.722090 -0.561487 1.671647 -0.208 -0.004 0.233 0.221
C 0.152656 0.233782 6.480304 -0.344 -0.038 0.194 -0.208
H -2.144270 -4.634570 3.243085 -0.254 -0.010 0.361 0.221
H 2.139491 2.945427 0.238782 -0.205 -0.195 0.000 0.260
C -2.387924 -0.956979 6.536574 0.382 -0.019 -0.155 -0.189
C -1.612620 -2.080332 1.553867 -0.041 -0.494 -0.520 -0.628
C -6.019124 -7.337594 4.357628 0.458 0.301 -0.107 -0.140
C -0.744449 0.541012 7.522206 -0.343 -0.340 -0.483 -0.160
H 1.128036 0.722732 6.440474 -0.298 -0.176 0.022 0.229
H -2.290543 -2.886872 1.867624 0.165 0.027 -0.312 0.207
O -1.311670 1.344431 2.259840 -0.782 0.379 0.433 -0.477
H 0.482340 -0.913194 4.684869 -0.130 0.016 0.220 0.224
H 3.281118 -0.174313 1.080269 0.000 0.116 0.285 0.251
C -2.018232 -0.064109 7.540718 0.514 0.305 -0.125 -0.210
C 3.118322 0.351708 2.033229 0.111 0.096 0.060 -1.143
C -4.953145 -7.529192 3.458592 -0.273 -0.355 0.221 -0.218
H -2.717391 0.186268 8.337781 0.127 -0.039 -0.261 0.232
H -3.121512 1.889727 3.159542 0.154 -0.042 -0.289 0.210
H 3.076387 -0.400415 2.835973 0.081 0.261 -0.204 0.246
C -0.836103 0.121225 2.321608 -0.601 -1.459 -0.232 0.758
H 3.980052 1.014032 2.210596 -0.213 -0.254 -0.060 0.251
C -2.877029 -3.202734 4.662298 -0.656 -0.726 -1.076 -0.323
H -0.472323 1.284185 8.277389 -0.099 -0.387 -0.224 0.233
C -5.072669 -5.204095 5.026701 0.342 -0.167 -0.285 -0.172
H 0.812964 1.965514 4.242793 0.128 0.111 -0.280 0.248
H 0.411390 2.559265 0.059833 0.219 -0.038 0.065 0.253
C -2.802974 1.262084 2.322571 0.358 0.344 -0.082 -0.057
H -6.792026 -8.107242 4.469038 0.350 0.389 -0.079 0.235
H -3.108960 -6.723364 2.670678 -0.270 -0.038 0.134 0.222
C -1.462933 -1.333945 5.531958 -0.261 1.121 0.405 -0.048
C -3.951614 -6.576125 3.348791 0.104 0.664 0.409 -0.158
C 1.230153 2.470556 3.358882 0.113 0.371 0.199 -1.159
```
Forces are in eV/Å.



Formula: C23H29O2Si
Source: the Open Molecules 2025 dataset
Level of theory: ωB97M-V/def2-TZVPD

For the HOMO-LUMO gap, the calculation gives 7.4180 eV. The HOMO energy comes out at -0.3950 Ha. The net charge is +1.

XYZ file:
```
55
Properties=species:S:1:pos:R:3:forces:R:3:nbo_charge:R:1
H 1.736016 2.065542 1.563256 0.011 -0.166 -0.156 0.257
H 3.308422 -1.063307 4.071057 0.045 0.186 -0.085 0.257
C -0.203711 0.735520 6.365463 -0.756 0.109 0.464 -0.032
C -1.574687 0.786601 5.634172 0.569 1.928 2.866 -0.262
C -4.649115 0.614378 9.158653 -0.260 0.154 -0.345 -0.129
C 2.036311 1.557819 6.726883 0.098 -0.104 0.245 -0.207
H -2.332994 0.168678 7.652950 -0.369 -0.077 -0.717 0.204
C 1.731387 -1.950819 1.421059 -0.376 -0.110 0.219 -1.149
H 0.821255 -2.081557 0.819636 0.236 -0.013 0.100 0.247
H -6.390695 2.170077 6.679703 0.036 -0.173 0.270 0.207
H 0.860576 1.031792 0.397792 0.254 0.032 0.165 0.252
C 3.246354 -0.175055 3.429968 0.180 -0.061 -0.140 -1.152
H -4.225372 -0.864586 2.358797 -0.019 -0.210 -0.264 0.260
C -2.451846 -0.044442 1.581196 1.191 0.564 0.687 -0.024
H -2.844750 0.953338 1.386523 -0.112 -0.213 -0.018 0.219
C -1.648610 -0.199145 4.528382 -0.521 -1.504 -1.533 -0.326
O 0.568800 -0.183165 3.595405 -1.583 0.535 -0.718 -0.689
H 1.813534 -2.787393 2.128847 -0.024 0.175 -0.214 0.258
H 3.365712 0.245025 7.832401 -0.232 0.134 -0.056 0.228
C -4.879733 1.183279 7.876208 -1.070 0.116 1.347 -0.124
H 0.478257 2.653558 5.676748 0.266 -0.418 0.064 0.215
C -7.215899 1.574051 8.576064 0.203 -0.203 0.315 -0.211
H 4.165343 -0.106235 2.833256 -0.079 -0.028 0.219 0.254
C -2.673058 0.678986 6.736378 -0.361 0.080 0.649 -0.190
C -3.874844 1.300961 6.814741 1.412 -0.417 -0.740 -0.156
H -3.714001 -0.742501 4.713618 0.338 0.292 -0.376 0.262
C 1.727932 1.085789 1.068302 -0.217 0.168 -0.018 -1.151
H 2.638856 1.007954 0.451510 -0.242 0.050 0.203 0.265
H 2.596278 -1.998768 0.738459 -0.262 0.069 0.221 0.271
H -2.274656 -0.608336 0.656151 0.282 0.395 0.340 0.229
C -5.680036 0.512747 10.109987 0.133 0.075 -0.370 -0.226
C 2.352593 0.413723 7.471185 -0.362 0.011 -0.138 -0.208
O -1.023835 0.285059 2.155096 -0.641 -0.694 0.311 -0.487
H -4.151101 1.957176 5.991092 -0.189 -0.099 -0.050 0.195
H -1.724669 1.791702 5.199093 0.288 -0.262 -0.017 0.224
C 0.050691 -0.310600 7.265439 0.675 -0.196 -0.319 -0.173
C -6.185809 1.686148 7.639253 0.393 -0.166 -0.101 -0.176
H -0.748448 -0.993376 7.560384 0.346 -0.002 -0.283 0.206
H -3.438762 0.832767 3.954784 0.066 -0.375 0.016 0.213
Si 1.797179 -0.305470 2.290510 0.925 0.082 0.138 1.838
C -0.682915 0.033537 3.389570 0.875 -0.713 -0.670 0.929
H -1.369750 -1.241569 4.809218 -0.107 0.602 0.334 0.264
H -3.646089 0.261875 9.414738 -0.366 0.063 -0.028 0.199
H -5.482705 0.057589 11.086024 0.024 0.198 -0.418 0.224
C 0.749324 1.736389 6.216222 0.139 -0.049 -0.417 -0.217
H 1.534356 -1.362777 8.418398 0.041 0.184 -0.058 0.226
H -2.783863 -1.855356 2.659993 -0.104 -0.005 -0.176 0.221
H -7.774290 0.873077 10.553340 0.258 0.064 -0.189 0.226
C -3.168182 -0.831089 2.619965 -0.527 -0.326 0.309 -0.466
H -8.219790 1.941412 8.341882 0.442 -0.083 0.036 0.225
H 3.174019 0.709510 4.073805 0.022 -0.155 -0.137 0.260
C -3.066903 -0.208446 3.994388 -0.745 0.229 0.019 -0.396
C -6.971062 0.978879 9.823729 0.404 0.045 -0.567 -0.192
C 1.341827 -0.504663 7.780576 -0.397 0.484 -0.315 -0.215
H 2.799525 2.317818 6.548592 -0.235 -0.202 0.099 0.225
```
Forces are in eV/Å.



Formula: C23H30AsHgN8O2Se
Source: the Open Molecules 2025 dataset
Level of theory: ωB97M-V/def2-TZVPD

Its multiplicity is 2. For the HOMO-LUMO gap (alpha / beta), the calculation gives 6.3987 / 7.4301 eV. The HOMO energy (alpha / beta) comes out at -0.2186 / -0.2863 Ha. The net charge is 0.

XYZ file:
```
66
Properties=species:S:1:pos:R:3:forces:R:3:lowdin_spin:R:1
H -2.976678 -3.494743 3.269065 -0.002 -0.001 -0.005 0.001
C 2.922596 0.991321 3.801530 0.052 0.048 0.043 0.003
H -2.619127 -2.982464 -0.962266 0.011 -0.004 0.009 0.000
H -2.282618 0.522697 -3.905709 0.001 0.005 -0.017 0.000
H 3.404089 -0.678754 4.998327 -0.006 -0.003 -0.025 0.000
O -0.016833 -2.705683 0.867074 0.166 -0.018 0.006 0.076
H 1.631926 2.119806 -4.217228 -0.055 0.033 0.019 0.000
C -3.435485 4.280272 -4.198752 0.012 0.034 -0.013 0.000
H -4.669285 1.144635 -3.814622 -0.003 -0.005 -0.031 0.000
C 1.038600 2.527007 -1.264834 -0.072 0.058 0.024 0.001
H -1.168133 -5.577355 0.184149 -0.011 -0.010 0.011 0.000
Hg -0.393862 -0.132612 1.652633 0.263 0.171 -0.016 0.336
H 5.370593 1.253560 2.547431 0.011 -0.013 0.013 0.000
N -0.956925 4.718208 -4.369587 0.028 0.069 -0.072 0.000
C 0.142121 -0.934254 -1.727599 0.194 -0.199 -0.093 0.004
C -2.391154 2.229747 0.408784 0.001 -0.130 0.002 0.029
N 0.442595 0.130339 -0.912303 -0.193 0.203 -0.101 0.052
H -2.325369 -1.844162 3.079107 0.000 0.007 0.011 0.006
C -2.596280 1.551826 -4.015790 0.031 -0.036 0.077 0.000
H 0.071329 -1.088823 -3.951709 -0.029 -0.013 -0.016 0.000
H 0.344653 -2.003915 6.096110 0.002 -0.012 0.003 0.000
H -5.393813 3.479579 -3.974872 -0.010 0.000 -0.034 0.000
H 2.136507 -1.627288 0.297851 -0.002 -0.016 0.007 0.002
N -0.325117 2.670952 -4.238357 -0.041 -0.006 0.147 0.000
C 4.688541 0.601113 2.017785 -0.016 -0.004 0.005 0.001
H 6.079534 0.065091 0.469713 0.001 0.006 -0.007 0.000
C -2.092638 -2.905973 3.024197 0.038 -0.043 -0.007 0.011
C 0.204198 -0.552955 -3.028215 -0.044 -0.016 0.038 0.001
N 2.642601 -0.064974 4.759331 0.016 0.013 0.007 0.003
As -1.492110 -3.338821 1.244122 -0.437 -0.045 0.096 0.011
Se -2.972108 0.878761 1.495324 -0.164 0.061 0.040 0.282
C 2.891750 -1.004578 0.762307 0.035 -0.014 -0.041 0.010
O 0.385708 0.041237 4.560037 -0.009 -0.020 0.093 0.046
C 0.659997 1.628183 -4.179804 0.082 -0.160 -0.062 0.000
C 0.651083 1.161178 -1.699491 0.313 -0.126 -0.034 0.003
C 1.305371 -1.906488 5.597588 -0.007 0.035 0.087 0.001
H 1.807932 2.950817 -1.911483 0.012 -0.002 -0.019 0.000
C 4.169651 -0.889433 0.227708 -0.043 0.031 -0.019 0.001
H 0.173636 3.192660 -1.262551 0.019 0.000 0.002 0.000
N -2.011834 3.079479 -0.275493 0.002 0.091 -0.118 0.022
H -2.504325 -5.648594 1.362799 -0.014 0.019 0.005 0.000
C 5.078238 -0.060602 0.861427 -0.014 0.010 -0.010 0.001
C -4.338099 3.256827 -4.048746 -0.044 0.010 0.010 0.000
H -3.831141 -3.195678 0.327299 0.000 -0.001 0.007 0.000
C -3.920768 1.912597 -3.960316 -0.053 -0.029 0.076 0.000
C -1.685193 2.600852 -4.161743 0.092 0.039 -0.036 0.000
C -2.083870 3.931780 -4.252038 0.031 -0.034 0.022 0.000
H -0.026588 -1.912329 -1.308609 -0.073 0.005 0.032 0.001
H 1.991738 1.537344 3.651918 -0.006 -0.016 -0.008 0.003
H 0.561169 0.976313 -5.049509 0.048 -0.017 0.030 0.000
C 1.379356 -0.551527 4.936236 -0.017 -0.018 -0.150 0.012
H -3.742916 5.314266 -4.267130 -0.001 0.008 0.033 0.000
N 0.536749 0.786738 -3.008865 -0.155 0.244 -0.020 0.001
H 1.423599 2.466356 -0.247759 -0.030 0.012 -0.021 0.001
C 3.400648 0.403323 2.493937 -0.046 0.098 0.067 0.007
C -2.883562 -2.726607 0.062846 0.035 -0.083 -0.019 0.000
H -2.967121 -1.643138 0.160353 0.016 -0.032 -0.010 -0.001
H -1.290475 -3.127013 3.726494 -0.003 0.003 -0.003 0.001
N 2.515281 -0.368336 1.865160 0.032 -0.177 -0.005 0.067
H -0.811381 -5.645503 1.920300 -0.005 0.002 -0.008 0.000
H 4.430574 -1.430402 -0.671416 0.011 -0.010 0.002 0.000
H 1.379566 -2.667542 4.817738 -0.006 0.009 -0.015 0.000
H 3.666493 1.675726 4.211723 -0.007 -0.008 -0.003 0.000
H 2.110735 -2.068064 6.313906 0.005 -0.005 0.004 0.000
C -1.503738 -5.264314 1.171397 0.104 0.019 -0.061 0.002
N 0.069376 3.962358 -4.356922 -0.048 -0.016 0.074 0.000
```
Forces are in eV/Å.



Formula: C23H30BrN5OPRhS
Source: the Open Molecules 2025 dataset
Level of theory: ωB97M-V/def2-TZVPD

For the HOMO-LUMO gap, the calculation gives 6.3661 eV. The HOMO energy comes out at -0.4910 Ha. The net charge is +2.

XYZ file:
```
63
Properties=species:S:1:pos:R:3:forces:R:3:nbo_charge:R:1
C 1.951932 1.845630 -0.217755 -0.388 -0.154 -0.067 -0.509
C -2.042146 -1.554001 2.508091 -0.067 -0.101 0.170 -0.246
N 3.361771 -0.751792 -0.711377 0.243 -0.130 -0.155 -0.444
C -1.126440 0.463590 3.463031 -0.091 -0.107 0.093 -0.093
H 3.461612 0.811930 -2.113326 0.003 -0.003 -0.012 0.204
C 3.840088 -1.041349 0.646281 -0.216 0.142 -0.046 -0.077
H -3.843799 0.508019 -5.105263 0.014 -0.028 0.012 0.273
H 1.714506 0.684450 2.605291 0.004 -0.003 0.005 0.243
H -0.470150 -3.048890 -2.496020 0.120 0.084 0.020 0.451
H -0.114881 3.595563 4.387300 0.013 -0.016 0.047 0.245
H 1.625140 -1.925844 -0.595328 0.006 -0.017 0.000 0.239
C -1.119629 -0.144763 4.745221 -0.073 0.062 0.021 -0.057
H -1.113402 -1.104126 -6.119678 -0.010 -0.032 0.017 0.263
C -3.667214 2.506387 -0.781292 0.085 0.050 -0.013 -0.252
H 3.470749 -2.018319 0.958620 0.004 -0.015 0.018 0.209
H 1.636389 2.130417 -1.223628 0.036 0.034 -0.027 0.234
C -2.043066 -0.297844 -4.345482 0.086 0.087 0.111 0.369
Br -0.896264 2.668994 1.713646 -0.156 -0.575 -0.365 0.232
P 1.052992 0.280489 0.293207 0.003 -0.296 0.881 1.097
H 1.239149 -3.232106 -4.527101 -0.008 0.030 0.004 0.258
H 1.678962 2.651145 0.462000 0.025 0.019 0.019 0.243
C -0.302425 1.908085 5.746605 0.030 0.044 -0.022 -0.191
O -2.596219 1.576654 -1.053199 -0.133 0.087 0.137 -0.806
H -0.172081 -4.251968 -4.806282 -0.010 0.025 -0.001 0.265
H -2.416621 -2.125744 1.671274 0.116 -0.139 0.053 0.227
S -1.761223 -1.627687 -0.644440 0.568 0.091 0.359 -0.101
C -0.757818 1.814497 3.416547 0.165 0.097 0.073 -0.086
H 3.533941 2.050735 1.870423 0.006 0.010 0.015 0.210
H -0.632154 0.108377 6.828855 -0.063 0.018 -0.001 0.240
H -3.443327 3.012845 0.152847 0.016 -0.033 0.028 0.194
C -0.670925 0.599521 5.864631 -0.013 -0.065 -0.007 -0.148
H 4.958817 1.289398 1.139851 0.016 0.035 -0.007 0.227
H 0.021803 2.469296 6.612304 0.000 0.000 -0.028 0.247
H -1.603243 -1.929021 5.856110 0.012 -0.003 -0.006 0.238
C 3.823585 0.580618 -1.110620 -0.306 -0.069 0.211 -0.074
C 1.929667 -0.907605 -0.846521 -0.451 0.043 0.079 -0.514
H 4.928188 -1.071664 0.629266 0.022 0.011 -0.036 0.228
C -1.545788 -0.295646 2.337326 1.176 -0.373 -0.827 -0.059
C -1.603042 -1.469676 4.875872 0.071 0.016 0.109 -0.148
C 0.244244 -3.256036 -4.975969 -0.059 -0.083 0.017 -0.674
H -4.616230 1.982913 -0.684722 -0.008 -0.033 0.008 0.196
C -0.631374 -2.215889 -4.367922 0.045 -0.185 -0.062 0.340
H -3.729360 3.250617 -1.572960 -0.002 -0.007 -0.049 0.193
C -2.788539 0.786910 -5.038486 -0.014 0.036 0.010 -0.670
H 0.338889 -3.101888 -6.046865 -0.003 0.016 0.008 0.264
C -2.089400 -2.139277 3.796762 -0.243 0.007 -0.087 -0.193
H 1.693765 -1.041053 2.247182 -0.017 -0.016 -0.001 0.247
H -2.735289 1.713561 -4.467639 0.020 -0.017 0.001 0.251
H -2.415702 0.951384 -6.046159 -0.009 0.005 0.003 0.249
N -0.840700 -2.269769 -3.030665 -0.009 -0.178 -0.045 -0.505
C -1.578699 -1.357641 -2.352760 -0.219 0.209 -0.028 0.320
Rh -1.209640 0.400248 0.460747 -0.610 1.316 -0.384 0.456
H -2.835245 1.011500 -1.806836 0.118 -0.095 -0.057 0.521
N 3.375896 1.608650 -0.175516 0.311 0.237 -0.114 -0.440
N -2.174355 -0.378461 -3.010103 0.029 0.068 -0.038 -0.523
H -2.504957 -3.131942 3.909481 0.023 0.006 -0.014 0.241
C 1.991994 -0.064724 1.859786 -0.245 -0.004 -0.113 -0.525
C -0.363938 2.547520 4.490202 0.048 0.107 0.062 -0.210
N 3.417889 -0.026743 1.607207 0.228 -0.065 0.265 -0.441
H 4.912081 0.573954 -1.121270 0.021 0.012 -0.022 0.229
C -1.243686 -1.199686 -5.051573 -0.025 0.062 -0.077 -0.302
C 3.870228 1.290453 1.165425 -0.250 -0.185 -0.118 -0.075
H 1.624692 -0.693197 -1.874634 0.013 -0.039 -0.025 0.219
```
Forces are in eV/Å.



Let's list F_max in order: 1.624 3.501 0.449 1.501 eV Å⁻¹.
Let's list energy in order: -36288.0845 -36289.2011 -170712.4282 -126996.8286 eV.